C41H54BN10S4V as an isolated structure at a distorted geometry, computed with the ωB97M-V functional and the def2-TZVPD basis.

Atoms and positions in Å:
V -1.192 0.239 0.508
S 1.409 0.222 1.581
S -1.202 2.323 1.722
S 0.637 1.236 -1.838
S 0.065 -2.109 -0.501
N 2.725 -2.137 -0.021
N 1.694 -3.675 1.135
N 2.278 -0.924 -2.258
N -1.843 1.498 -0.853
N 3.405 0.332 -0.250
N -2.485 -0.891 -0.569
N -0.489 4.465 0.302
N -1.463 2.803 -0.905
N 3.496 2.020 1.129
N 1.031 -0.452 -3.993
C -1.032 3.235 0.261
C -3.557 -2.936 -1.178
C -3.619 -1.069 -2.661
C 4.508 2.180 0.185
C 2.418 2.707 3.334
C 0.373 1.608 -5.244
C -4.010 0.059 1.589
C -2.845 -2.153 -0.295
C -0.097 -5.350 0.686
C -4.818 -0.823 3.681
C 1.353 -0.032 -2.716
C -1.113 -0.462 3.853
C -2.916 -0.338 -1.716
C -3.112 1.977 -2.885
C 0.087 -0.617 -6.261
C -2.583 1.074 -1.828
C 2.508 -1.889 -3.226
C 0.041 0.146 -4.938
C -3.483 -0.914 4.140
C -3.925 -2.390 -2.397
C 1.512 -2.655 0.234
C 2.909 4.353 1.530
C 0.668 -4.574 1.761
C 4.449 1.139 -0.652
C -0.257 -3.744 2.647
C -1.359 0.010 -4.338
C -5.072 -0.302 2.446
C -1.922 -1.343 5.946
C 2.796 0.877 0.831
C -3.195 -1.366 5.454
C -1.664 6.123 -1.141
C 3.673 -2.799 0.729
C -0.392 5.326 -0.872
C 1.381 -5.597 2.643
C -0.870 -0.858 5.137
C -2.417 -0.495 3.288
C -2.680 -0.071 1.936
C 3.375 3.060 2.206
C 4.762 3.246 2.833
C 1.739 -1.618 -4.284
C 3.046 -3.739 1.452
B 3.167 -1.002 -0.992
H 2.724 5.119 2.288
H 1.385 2.664 3.003
H -4.277 0.443 0.610
H 0.457 5.993 -0.722
H 1.362 1.686 -5.707
H 5.060 0.896 -1.506
H 5.122 2.298 3.242
H -1.407 0.565 -3.401
H 4.719 -2.538 0.681
H -1.571 6.695 -2.068
H 1.087 -0.597 -6.701
H -0.286 -0.087 3.265
H -4.458 -2.986 -3.127
H 1.914 -5.122 3.470
H -0.167 4.682 -1.720
H -5.624 -1.143 4.333
H 0.136 -0.796 5.538
H 3.658 4.735 0.832
H -1.721 -1.674 6.958
H -3.930 -0.594 -3.582
H -0.390 4.867 1.216
H -2.102 0.409 -5.036
H 2.668 1.751 3.790
H -0.648 -2.892 2.102
H 2.511 3.492 4.091
H -1.587 -1.042 -4.137
H 2.075 -6.216 2.070
H -2.564 -2.529 0.675
H 0.361 2.212 -4.342
H -0.808 -6.023 1.174
H 0.286 -3.364 3.513
H -0.371 1.999 -5.945
H 4.261 -1.337 -1.390
H 4.687 3.965 3.651
H -1.869 6.822 -0.326
H 5.502 3.623 2.127
H 0.595 -5.951 0.088
H 5.178 3.019 0.185
H 1.983 4.167 0.980
H 1.647 -2.150 -5.212
H -3.238 1.450 -3.832
H -3.812 -3.953 -0.914
H -2.431 2.813 -3.018
H -4.019 -1.709 6.074
H -0.597 -0.128 -6.955
H -0.238 -1.654 -6.147
H -0.637 -4.682 0.019
H 3.455 -4.454 2.142
H -1.094 -4.353 3.001
H 0.621 -6.250 3.075
H -6.096 -0.185 2.106
H 3.196 -2.703 -3.062
H -2.512 5.441 -1.236
H -4.087 2.372 -2.580

The calculation puts the max |F| at 2.578 eV/Å. For the lowest unoccupied orbital energy (spin up / spin down), the calculation gives -0.123 / -0.480 eV. For the frontier orbital gap (spin up / spin down), the calculation gives 6.7 / 6.4 eV. The multiplicity is 3. Its HOMO energy (spin up / spin down) is -6.79 / -6.86 eV.

C41H55BaCl2N10O4P2S3 as an isolated structure at a distorted geometry, computed with the ωB97M-V functional and the def2-TZVPD basis.

Atoms and positions in Å:
Ba 0.380 -0.270 0.099
Cl 1.569 0.502 3.332
Cl 0.563 4.418 4.991
S -0.057 -2.806 1.838
S 2.621 0.692 -2.039
S 2.943 -1.680 0.634
P -3.243 -1.371 -0.081
P 1.880 -3.072 1.585
O 2.187 -4.443 0.778
O 2.312 1.926 -3.141
O 2.515 -3.353 3.039
O 3.831 0.022 -2.491
N 5.132 2.468 -7.913
N 2.066 4.545 0.048
N 0.762 2.856 0.437
N 0.278 -2.202 -1.859
N 1.797 4.498 1.363
N -0.416 2.262 -4.199
N 1.443 3.562 -0.489
N 1.231 -0.169 -2.289
N 2.060 -2.028 -3.460
N -0.333 3.451 -3.387
C -2.515 -0.515 -4.070
C -5.939 1.692 0.076
C -4.734 -2.946 1.632
C 0.515 1.370 4.345
C -6.589 -4.391 1.027
C 3.023 2.012 -4.313
C -6.456 -4.010 -0.298
C 2.384 -6.815 0.751
C -3.301 1.133 1.110
C -5.349 0.456 -0.092
C 0.218 -3.502 -2.073
C -2.019 0.927 1.635
C 4.219 -4.394 4.338
C -3.868 -2.347 2.702
C -5.186 2.677 0.746
C 3.529 3.255 -4.664
C -3.938 2.415 1.240
C 1.970 -3.340 -3.636
C -3.091 -1.435 -1.915
C 4.786 5.184 1.587
C -2.876 1.113 -2.239
C -2.622 -2.890 -3.814
C -2.850 -0.311 -2.727
C 4.201 3.409 -5.866
C 1.218 -1.505 -2.554
C 0.992 3.459 1.588
C 3.858 1.089 -6.356
C 4.382 2.324 -6.719
C -2.407 -1.781 -4.619
C 1.061 -4.147 -2.970
C -2.943 -2.707 -2.481
C -5.462 -3.112 -0.660
C 3.821 3.701 3.389
C 1.535 -5.645 1.193
C 3.935 -3.462 3.183
C -5.735 -3.851 1.978
C -4.581 -2.581 0.280
C 3.172 0.922 -5.161
C 2.358 5.442 2.319
C 3.784 5.080 2.733
C -4.063 0.169 0.369
H -2.130 -1.899 -5.660
H 3.377 4.087 -3.988
H -2.300 0.360 -4.673
H 4.911 1.757 -8.594
H 1.006 -5.212 -3.140
H -3.882 1.442 -1.974
H 4.380 -3.831 2.255
H 4.772 3.545 3.903
H 3.794 -5.381 4.146
H 2.657 -3.777 -4.357
H 5.799 4.991 1.949
H 0.541 -5.671 0.738
H -6.933 1.900 -0.297
H 2.758 -0.039 -4.882
H -5.884 -0.322 -0.631
H 0.614 3.220 2.574
H 4.592 4.381 -6.147
H 3.008 3.591 4.111
H 3.395 -6.717 1.149
H -0.101 1.465 -3.645
H -1.736 -0.072 1.968
H -3.392 3.191 1.766
H 4.334 -2.462 3.363
H 0.498 3.410 -2.797
H 3.781 -4.006 5.259
H -7.356 -5.096 1.327
H -1.126 3.428 -2.754
H 5.027 3.382 -8.329
H 4.771 6.175 1.125
H 0.284 2.373 -4.925
H -0.528 -4.042 -1.496
H -1.608 1.720 2.252
H 3.985 0.239 -7.019
H -2.487 1.761 -3.025
H -5.606 3.667 0.893
H 2.300 6.430 1.862
H -2.807 -2.498 2.493
H -5.374 -2.812 -1.696
H -2.513 -3.893 -4.210
H 1.397 -5.642 2.278
H -2.274 1.264 -1.337
H -3.068 -3.579 -1.849
H 2.449 -6.852 -0.337
H 4.566 4.455 0.806
H 4.047 5.827 3.490
H -7.125 -4.405 -1.054
H 3.724 2.912 2.638
H 1.958 -7.755 1.107
H -5.842 -4.129 3.021
H 5.295 -4.503 4.486
H -4.019 -1.266 2.768
H -4.094 -2.789 3.673
H 0.749 1.346 5.394
H 1.707 5.403 3.198
H -0.476 1.543 3.963

The calculation puts the max |F| at 2.393 eV/Å. For the lowest unoccupied orbital energy (spin up / spin down), the calculation gives 3.631 / 3.631 eV. The charge is -2. For the frontier orbital gap (spin up / spin down), the calculation gives 5.1 / 5.1 eV. The multiplicity is 2. Its HOMO energy (spin up / spin down) is -1.44 / -1.44 eV.

A 16-piece molecular cluster, C41H55Cl47F7IN2O4P overall at a distorted geometry, computed with the ωB97M-V functional and the def2-TZVPD basis.

Atoms and positions in Å:
I -0.771 -1.147 7.552
Cl -9.865 -4.382 1.294
Cl -10.770 0.151 1.256
Cl 7.399 -2.186 -3.650
Cl 4.848 -0.330 -6.055
Cl -0.913 3.619 0.165
Cl -3.546 -6.102 1.061
Cl 5.635 5.758 -0.038
Cl -1.751 -3.719 0.535
Cl 3.617 0.989 7.921
Cl 1.683 5.488 -6.884
Cl 3.731 -1.837 -8.281
Cl 5.548 -7.469 -4.951
Cl 5.883 -1.167 -1.508
Cl -10.970 -0.259 -3.044
Cl -9.249 1.718 -0.661
Cl 9.512 5.429 -6.909
Cl 3.741 7.491 -7.343
Cl 7.866 -2.981 -6.412
Cl 1.758 3.621 -1.007
Cl 5.755 -6.766 -7.766
Cl 6.701 3.419 -5.602
Cl 2.805 6.324 0.324
Cl -6.486 7.520 4.825
Cl -7.933 -0.366 0.882
Cl 7.836 4.373 -3.099
Cl -11.535 2.466 -3.890
Cl -4.970 5.094 5.349
Cl 10.118 2.828 -8.061
Cl 7.958 1.034 0.513
Cl 9.341 -4.266 -4.258
Cl 2.171 2.396 5.823
Cl 10.600 1.862 1.405
Cl 5.559 5.745 -4.282
Cl 2.387 7.359 -4.772
Cl 3.032 -2.552 -5.549
Cl 8.160 4.562 -9.333
Cl -10.796 0.456 -5.858
Cl -12.084 -3.017 -0.001
Cl 6.259 0.761 -3.673
Cl 4.596 1.448 -1.376
Cl -7.648 5.401 6.443
Cl 10.332 -0.216 -0.612
Cl -0.422 5.013 -2.338
Cl -12.517 -4.458 2.488
Cl 4.358 7.842 -1.610
Cl 4.864 -4.783 -5.834
Cl 1.725 3.088 8.611
P 0.597 -0.643 5.555
F -6.319 3.635 0.894
F 0.435 -4.338 2.681
F -0.976 -5.192 4.385
F 0.671 -3.909 6.296
F -6.842 2.540 3.000
F -3.599 3.784 1.719
F 1.421 -5.559 4.951
O -0.859 -0.158 3.478
O 2.127 -1.414 5.844
O -1.492 -5.135 -2.587
O 0.411 -3.860 -2.749
N -2.883 -0.283 4.895
N -2.327 -2.734 3.261
C -10.565 1.019 -4.197
C -1.002 -2.695 4.013
C -4.183 -1.367 2.042
C -0.305 -4.960 -2.208
C -0.443 -2.682 -2.746
C -4.017 1.890 3.497
C 0.996 0.644 1.134
C -2.284 -0.193 3.559
C -4.093 -5.231 3.772
C 1.107 -1.390 2.903
C 4.302 -1.920 -6.608
C -2.678 -1.413 2.569
C -6.583 5.773 5.081
C -2.495 -3.761 2.219
C 5.917 -6.180 -6.105
C 0.407 -1.346 -3.092
C -9.198 0.873 0.890
C -4.539 2.963 2.410
C 1.610 0.088 2.504
C -4.985 0.171 -0.018
C 2.912 2.537 7.423
C 2.035 0.822 -0.069
C -4.284 -1.222 0.422
C 0.369 -5.950 -1.160
C 4.392 7.016 -0.048
C -0.171 -1.358 3.923
C -11.374 -3.491 1.548
C -5.898 3.066 2.100
C 7.045 4.843 -4.612
C 9.618 0.507 0.836
C 1.344 -0.972 -1.819
C -2.744 1.197 2.826
C 2.217 7.134 -6.519
C 0.265 4.546 -0.777
C -0.181 -4.082 3.918
C 9.666 4.502 -8.409
C 1.057 -4.164 4.973
C -3.333 -4.898 2.428
C 6.023 0.553 -1.932
C 8.601 -2.759 -4.816
C 1.168 0.562 -1.421
H -3.576 -4.889 4.726
H -4.223 0.990 -0.273
H -7.001 5.319 4.185
H -3.252 -1.230 -0.077
H 1.461 0.871 3.313
H 2.748 -0.009 2.343
H 1.039 -1.484 -4.030
H -4.157 -6.379 3.839
H -3.891 -0.488 4.876
H 0.054 0.045 0.836
H 9.590 -0.249 1.618
H 7.721 5.489 -5.165
H 0.593 1.699 1.369
H 3.710 3.274 7.368
H -2.008 -1.220 1.653
H 2.350 1.940 -0.078
H 2.637 -0.868 6.492
H 10.455 4.952 -9.009
H 0.050 0.734 -1.196
H -3.656 2.505 4.399
H 1.129 -1.711 -0.980
H -1.868 1.933 2.913
H 1.115 -5.369 -0.512
H -5.612 0.041 -0.976
H -4.801 -2.309 2.295
H 0.504 5.452 -0.225
H -5.670 0.590 0.793
H 0.727 -1.868 1.926
H -4.872 1.187 3.754
H 6.895 0.962 -1.423
H -5.187 -4.870 3.797
H -9.516 1.277 -4.067
H 0.937 -6.768 -1.710
H -1.245 -2.766 -3.568
H 1.987 -3.626 4.616
H -0.915 -2.481 -1.717
H -11.146 -2.587 2.110
H -1.347 -2.758 5.120
H 1.530 1.230 -2.268
H 9.381 -2.006 -4.901
H 2.446 -1.098 -2.135
H -8.964 1.597 1.668
H 6.948 -5.867 -5.951
H 1.462 7.828 -6.882
H -3.109 -2.816 3.949
H -0.419 -6.419 -0.491
H -4.806 -0.500 2.463
H 2.929 0.130 0.027
H -2.673 0.534 5.483
H 2.005 -1.925 3.342
H -4.939 -2.044 -0.040
H 4.636 7.745 0.721
H 5.148 -2.600 -6.570
H -2.871 0.985 1.700
H -0.357 -0.507 -3.192

The calculation puts the max |F| at 5.639 eV/Å. For the lowest unoccupied orbital energy, the calculation gives -2.801 eV. The charge is +1. For the frontier orbital gap, the calculation gives 8.3 eV. Its HOMO energy is -11.11 eV.

The lowest max |F| belongs to which entry?
C41H55BaCl2N10O4P2S3

The lowest max |F| belongs to which entry?
C41H55BaCl2N10O4P2S3

Among the records above, which one has the highest max |F|?
C41H55Cl47F7IN2O4P

Among the records above, which one has the highest max |F|?
C41H55Cl47F7IN2O4P